Formula: C42H43Cl2N7O7SSiV
Source: the OMol25 dataset
Level of theory: ωB97M-V with the def2-TZVPD basis set

XYZ file:
```
104
Properties=species:S:1:pos:R:3:forces:R:3:lowdin_charge:R:1
V -0.333 -0.019 0.798 0.370 -0.398 0.295 0.8489
C -0.106 -0.165 -2.251 -0.062 0.005 -0.125 -0.1103
N 0.804 -0.233 -1.127 -0.068 0.053 0.349 -0.1092
C 1.960 0.642 -1.168 0.107 0.031 -0.090 -0.1018
C 1.897 1.661 -0.078 -0.077 -0.102 0.087 -0.2822
N 0.990 1.629 0.855 0.131 0.145 -0.041 0.0993
C 1.276 2.678 1.707 0.029 0.136 -0.061 -0.1898
C 0.619 3.105 2.852 0.028 0.030 -0.025 0.0097
C 1.123 4.221 3.499 -0.058 -0.047 0.016 -0.1034
C 2.249 4.897 3.017 0.029 0.060 0.027 -0.1213
C 2.914 4.476 1.877 0.003 -0.038 -0.056 -0.0347
C 2.411 3.354 1.235 -0.073 0.067 0.132 -0.1787
N 2.816 2.649 0.116 -0.042 -0.086 -0.009 0.1788
C -1.358 0.565 -1.882 0.054 0.099 -0.080 -0.2668
N -1.670 0.840 -0.646 -0.125 -0.340 -0.093 0.1021
C -2.883 1.500 -0.692 -0.168 0.085 -0.093 -0.2184
C -3.659 2.014 0.338 0.002 0.009 -0.053 -0.0013
C -4.830 2.658 -0.012 0.023 -0.006 0.032 -0.0915
C -5.226 2.787 -1.351 -0.047 0.015 -0.007 -0.1136
C -4.466 2.269 -2.385 0.003 -0.005 0.000 -0.0418
C -3.290 1.625 -2.026 -0.023 -0.043 0.093 -0.1785
N -2.303 0.991 -2.767 0.069 0.134 0.167 0.1886
H -0.362 -1.193 -2.533 -0.006 0.019 -0.018 0.1335
H 0.349 0.327 -3.117 0.017 -0.027 -0.073 0.1036
H 0.984 -1.267 -0.907 0.017 -0.098 -0.129 0.0378
H 2.028 1.173 -2.124 0.028 -0.023 0.029 0.1146
H 2.873 0.054 -1.031 0.021 0.030 -0.003 0.1095
H -0.262 2.583 3.200 0.004 -0.014 0.013 0.1146
H 0.634 4.583 4.395 -0.001 0.004 -0.005 0.0905
H 2.608 5.771 3.547 -0.001 -0.004 -0.004 0.0860
H 3.782 5.005 1.503 0.006 -0.004 0.005 0.0981
H 3.410 2.998 -0.613 -0.019 0.032 -0.033 0.1569
H -3.343 1.891 1.364 -0.007 -0.016 0.007 0.1163
H -5.462 3.071 0.765 -0.006 -0.004 -0.002 0.0914
H -6.153 3.300 -1.580 0.009 0.002 -0.010 0.0864
H -4.764 2.378 -3.420 0.001 -0.002 -0.010 0.0979
H -2.210 0.974 -3.767 0.039 0.079 -0.011 0.0969
C -1.001 -7.006 0.183 0.004 -0.060 -0.020 -0.0738
C -1.417 -5.651 0.685 -0.016 0.032 0.014 -0.2938
C -1.319 -5.319 2.032 0.027 -0.037 -0.014 -0.0486
C -1.718 -4.074 2.492 0.030 0.054 0.038 -0.0481
C -2.206 -3.133 1.597 -0.128 0.002 0.034 -0.2529
C -2.284 -3.442 0.248 0.036 0.005 -0.045 -0.0636
C -1.898 -4.693 -0.198 0.027 0.029 -0.005 -0.0504
S -2.815 -1.547 2.167 -0.352 0.274 -0.090 0.5389
O -3.513 -1.858 3.403 0.031 -0.028 -0.089 -0.3416
O -3.596 -1.033 1.058 -0.025 -0.080 0.102 -0.3417
N -1.611 -0.559 2.404 0.399 -0.308 0.200 -0.2972
C -0.771 -0.899 3.572 -0.319 0.112 0.048 -0.2017
C 0.686 -1.251 3.233 -0.024 -0.075 0.289 -0.6669
O 1.378 -1.749 4.126 -0.069 0.045 -0.096 -0.0241
O 1.067 -0.941 2.058 -0.108 0.095 -0.336 -0.1222
H -0.568 -7.607 0.984 0.008 0.005 0.001 0.0694
H -0.254 -6.917 -0.608 -0.019 -0.002 -0.008 0.0643
H -1.852 -7.555 -0.229 -0.009 0.003 0.006 0.0703
H -0.923 -6.046 2.733 0.005 0.002 0.002 0.1050
H -1.656 -3.836 3.545 -0.024 -0.013 0.006 0.1082
H -2.651 -2.694 -0.441 -0.024 -0.001 0.007 0.1071
H -1.947 -4.919 -1.258 0.011 0.003 -0.002 0.1123
H -1.221 -1.700 4.158 0.150 0.003 0.102 0.0867
H -0.735 -0.028 4.237 0.058 -0.028 0.016 0.1073
C 2.152 -5.037 0.546 0.030 0.058 -0.052 -0.1677
Si 2.068 -3.560 -0.640 0.007 -0.085 0.153 0.2199
C 3.552 -2.454 -0.187 -0.031 -0.076 -0.038 -0.1769
C 2.462 -4.278 -2.367 -0.001 0.005 0.080 -0.1966
O 0.691 -2.774 -0.616 0.081 0.160 -0.377 -0.3669
H 3.171 -5.436 0.595 0.000 -0.029 0.009 0.0129
H 1.485 -5.845 0.236 0.011 0.011 0.001 -0.0089
H 1.855 -4.726 1.550 0.005 0.035 0.017 0.0282
H 4.385 -3.028 0.227 0.021 -0.015 -0.020 0.0125
H 3.228 -1.738 0.573 -0.002 -0.009 0.048 0.0161
H 3.929 -1.906 -1.058 0.000 0.019 -0.008 0.0046
H 3.329 -4.947 -2.359 0.036 -0.004 -0.003 0.0061
H 2.662 -3.474 -3.082 -0.007 0.018 -0.009 0.0051
H 1.601 -4.841 -2.737 -0.014 -0.029 0.000 0.0052
Cl 3.326 4.366 -4.378 -0.031 -0.006 0.020 0.6947
C 2.730 2.986 -5.252 0.047 0.028 -0.080 -0.5757
C 3.655 2.194 -5.901 -0.067 0.004 0.015 -0.1270
C 3.229 1.094 -6.633 -0.070 0.077 0.061 -0.0994
C 1.881 0.796 -6.658 -0.045 0.012 -0.013 -0.1278
C 0.964 1.586 -5.973 0.007 -0.239 -0.016 -0.5539
Cl -0.662 0.959 -5.910 0.059 -0.051 -0.016 0.7553
C 1.336 2.743 -5.273 0.208 0.024 -0.126 -0.2859
N 0.529 3.589 -4.551 0.033 -0.092 0.377 0.0716
C -0.783 3.956 -4.798 -0.084 0.111 -0.132 -0.2242
C -1.370 3.871 -6.061 -0.001 0.009 -0.021 -0.0993
C -2.699 4.217 -6.251 -0.003 0.000 -0.004 -0.1172
C -3.455 4.682 -5.187 -0.001 0.014 -0.015 -0.1211
C -2.836 4.870 -3.956 -0.028 0.002 -0.048 -0.0596
C -1.502 4.559 -3.742 -0.068 0.029 -0.071 -0.1492
C -0.834 5.009 -2.468 -0.073 0.091 0.116 -0.0515
C -0.275 3.914 -1.522 -0.141 0.078 -0.018 -0.6202
O 0.812 3.386 -1.940 0.018 -0.171 -0.100 -0.0775
O -0.886 3.671 -0.484 0.242 0.227 -0.240 0.0344
H 4.703 2.451 -5.832 0.001 -0.003 -0.008 0.0965
H 3.941 0.466 -7.149 0.000 -0.012 -0.007 0.0989
H 1.515 -0.084 -7.170 0.006 -0.008 0.003 0.0961
H 0.793 3.620 -3.520 0.014 0.064 0.045 0.0738
H -0.777 3.521 -6.898 -0.031 -0.002 0.027 0.0904
H -3.139 4.116 -7.237 -0.002 0.002 0.003 0.0916
H -4.501 4.932 -5.315 0.003 -0.005 -0.007 0.0894
H -3.399 5.288 -3.130 0.001 -0.001 0.004 0.1111
H -1.550 5.606 -1.906 0.003 -0.017 0.034 0.1084
H 0.007 5.656 -2.746 -0.006 -0.032 0.034 0.1231
```
Forces are in eV/Å.

## Properties
LUMO (alpha / beta)   3.7 / 3.7 eV
E   -5088.68110 Ha
Gap between HOMO and LUMO (alpha / beta)   5.332 / 6.723 eV
Relative energy (zero: lowest compared OMol25 entry of this formula, charge and spin)   45.6 kcal/mol
HOMO level (alpha / beta)   -1.65 / -3.04 eV
Multiplicity   4
Net charge   -2